DFT (the ωB97M-V functional and the def2-TZVPD basis) results for C24H29AsN4O2S3V as an isolated structure.

```
64
C24H29AsN4O2S3V the ωB97M-V functional and the def2-TZVPD basis
V 0.706 -0.209 -0.233
O 0.728 -0.356 1.663
C 1.740 -0.354 2.527
C 1.437 -0.640 3.867
C 2.399 -0.630 4.854
C 3.722 -0.321 4.539
C 4.042 -0.052 3.227
C 3.081 -0.078 2.207
C 3.487 0.204 0.838
N 2.681 0.509 -0.173
C 3.474 0.710 -1.287
C 4.770 0.530 -0.942
N 4.764 0.214 0.398
H 0.410 -0.892 4.101
H 2.122 -0.863 5.873
H 4.483 -0.293 5.305
H 5.067 0.209 2.987
H 3.044 0.963 -2.238
H 5.678 0.594 -1.513
H 5.566 -0.044 0.946
C -2.428 -5.549 -0.394
C -1.902 -4.150 -0.377
C -2.716 -3.061 -0.060
C -2.132 -1.813 -0.051
N -0.845 -1.664 -0.347
C -0.115 -2.769 -0.630
S 1.545 -2.372 -0.949
N -0.605 -3.997 -0.658
H -3.516 -5.572 -0.424
H -2.095 -6.066 0.508
H -2.018 -6.089 -1.245
H -3.763 -3.191 0.170
H -2.682 -0.910 0.185
C 0.551 0.282 -4.840
S -0.061 -0.458 -3.328
O 0.603 0.392 -2.244
C -1.759 0.065 -3.387
C -2.099 1.411 -3.399
C -3.438 1.761 -3.395
C -4.416 0.773 -3.374
C -4.064 -0.569 -3.350
C -2.724 -0.931 -3.349
H 0.668 1.351 -4.668
H -0.159 0.093 -5.642
H 1.508 -0.183 -5.065
H -1.328 2.171 -3.384
H -3.722 2.805 -3.404
H -5.461 1.054 -3.373
H -4.830 -1.333 -3.327
H -2.429 -1.973 -3.319
C -1.468 4.351 1.671
As -0.596 2.637 1.718
C -1.191 1.754 3.327
C 1.287 3.010 1.894
S -1.120 1.549 -0.023
H -1.304 4.863 2.618
H -2.532 4.202 1.505
H -1.048 4.933 0.854
H -0.447 1.881 4.112
H -1.299 0.700 3.087
H -2.144 2.176 3.642
H 1.716 2.344 2.640
H 1.416 4.046 2.203
H 1.761 2.844 0.930
```

Values from the calculation:
* spin multiplicity: 3
* ⟨S²⟩: 2.0170
* relative energy (zero: lowest compared OMol25 entry of this formula, charge and spin): 0.0 kcal/mol
* frontier orbital gap (alpha / beta): 7.8 / 8.4 eV
* total charge: +1